# 1
A cluster of 5 separate species, C25H56BFN6O7P in total. Source: OMol25; level of theory: ωB97M-V/def2-TZVPD.

Each line ends with the Löwdin charge.
Cartesian coordinates (Å):
1 C 2.497578 4.888012 2.870524  -0.0781
2 C 3.158998 3.621013 3.486798  -0.1359
3 B 3.936406 2.853427 2.368151  -0.4417
4 O 5.103175 3.418432 1.881314  0.1461
5 C 3.514659 1.435345 1.766896  -0.1439
6 C 2.201048 0.908745 2.341556  -0.0863
7 N 1.526422 -0.039717 1.396421  -0.0946
8 C 2.300279 -1.295923 1.142926  -0.1040
9 C 1.828692 -2.455260 2.029203  -0.1240
10 C 2.868705 -2.923842 3.028392  -0.1986
11 F 3.769263 -3.773835 2.411025  -0.0387
12 C 1.101570 0.720360 0.173342  -0.3158
13 P -0.003840 -0.403470 -0.853018  0.9842
14 C -0.618351 0.539824 -2.277661  -0.2606
15 C -1.343376 -0.388458 0.351712  -0.2597
16 C 2.256874 1.395928 -0.569088  -0.4797
17 C 1.871104 2.841611 -0.890438  0.0080
18 O 2.431890 0.666762 -1.802945  -0.1420
19 N 3.527808 1.198795 -2.592802  0.0231
20 O 3.256821 1.149082 -3.705097  0.1288
21 C 3.588476 1.386409 0.213392  -0.0695
22 H 2.588128 4.915692 1.782627  0.0577
23 H 1.439357 4.925774 3.122981  0.0740
24 H 2.971835 5.785629 3.258828  0.0787
25 H 2.423119 3.013822 4.013762  0.0855
26 H 3.901802 3.926033 4.229408  0.1124
27 H 5.029104 3.889136 1.055856  0.1028
28 H 4.309429 0.763726 2.113122  0.1466
29 H 1.481493 1.710966 2.506471  0.1285
30 H 2.358918 0.386735 3.283636  0.1422
31 H 0.649421 -0.317448 1.862196  0.0614
32 H 2.225909 -1.556241 0.091212  0.0893
33 H 3.352021 -1.097936 1.355447  0.1231
34 H 0.946401 -2.166359 2.609284  0.0725
35 H 1.540423 -3.297305 1.399805  0.1320
36 H 2.417431 -3.435580 3.876846  0.1221
37 H 3.434738 -2.074891 3.425510  0.1192
38 H 0.456370 1.508858 0.571509  0.1270
39 H -0.054479 0.250598 -3.159954  0.0408
40 H -1.646073 0.207014 -2.438494  0.0472
41 H -0.654387 1.621316 -2.160433  0.0391
42 H -1.625740 0.645118 0.587812  0.0709
43 H -1.012751 -0.830616 1.283249  0.0109
44 H -2.239730 -0.874011 -0.019403  0.0300
45 H 1.580117 3.361637 0.026191  0.0929
46 H 2.717909 3.378770 -1.316719  0.0927
47 H 1.039045 2.890793 -1.589841  0.0840
48 H 4.209371 2.204292 -0.147283  0.1071
49 H 4.119488 0.475681 -0.067130  0.1210
50 C 1.607462 -4.958621 -3.353993  -0.0083
51 C 1.255943 -3.517457 -3.067244  -0.5536
52 O 0.122041 -3.087797 -3.179351  0.0192
53 N 2.266800 -2.690058 -2.671793  0.0066
54 C 3.669407 -3.006681 -2.492033  -0.0737
55 H 0.700327 -5.472320 -3.654428  0.0829
56 H 2.337984 -5.029386 -4.160204  0.0860
57 H 2.016457 -5.447314 -2.468775  0.0836
58 H 1.961347 -1.743486 -2.496638  0.0750
59 H 3.985343 -2.821395 -1.461721  0.0732
60 H 4.292558 -2.399807 -3.151690  0.0830
61 H 3.852391 -4.051708 -2.717228  0.0735
62 C -1.512665 -2.318363 3.624926  0.0263
63 C -1.135061 -0.861558 3.748669  -0.4769
64 O -0.083779 -0.423157 3.254582  -0.0476
65 N -1.980754 -0.063472 4.417512  0.0581
66 C -3.237830 -0.427138 5.074583  -0.0406
67 H -0.738240 -2.832360 3.061712  0.0720
68 H -1.599206 -2.784075 4.606091  0.1014
69 H -2.463913 -2.418637 3.102943  0.0806
70 H -1.685176 0.899299 4.462768  0.1504
71 H -4.079751 0.118758 4.654206  0.0855
72 H -3.159917 -0.205301 6.138840  0.0910
73 H -3.425624 -1.485847 4.951715  0.0755
74 C -4.303890 -2.550724 0.600965  -0.0111
75 C -5.338871 -1.778335 1.385144  -0.5418
76 O -4.906465 -0.909168 2.144182  0.0006
77 N -6.647463 -2.045475 1.237184  0.0204
78 C -7.253382 -3.040121 0.371856  -0.0610
79 H -3.400988 -2.072779 0.955029  0.0298
80 H -4.290479 -3.620236 0.811681  0.0924
81 H -4.396074 -2.407220 -0.476889  0.0953
82 H -7.251557 -1.471360 1.804659  0.1450
83 H -7.922949 -2.566743 -0.346228  0.0875
84 H -7.828596 -3.757877 0.956818  0.0869
85 H -6.484879 -3.576767 -0.175207  0.0762
86 C -1.130999 2.833534 -6.280765  -0.0079
87 C -2.273046 2.407834 -5.386097  -0.5463
88 O -2.268190 1.333068 -4.806725  0.0217
89 N -3.315034 3.267531 -5.252428  0.0072
90 C -3.490893 4.570897 -5.865029  -0.0741
91 H -0.390022 2.040682 -6.280678  0.0813
92 H -1.474397 2.996433 -7.302378  0.0865
93 H -0.670054 3.752948 -5.917679  0.0829
94 H -4.045681 2.924531 -4.649573  0.1382
95 H -3.591683 5.344877 -5.102845  0.0829
96 H -4.386429 4.586022 -6.487255  0.0854
97 H -2.636996 4.811887 -6.488289  0.0707

Forces on atoms 1 to 3 (eV/Å):
C 0.1 -0.2 0.2
C 0.2 -0.1 0.1
B 0.1 -0.2 0.0

Relative energy (zero: lowest compared OMol25 entry of this formula, charge and spin)   0.0 kJ/mol
Net charge   +1
Max |F|   1.48 eV/A
E   -62783.485 eV

***

# 2
A structure of composition C25H56ClN6O2S2. Source: OMol25; level of theory: ωB97M-V/def2-TZVPD.

Each line ends with the Löwdin charge.
Cartesian coordinates (Å):
1 C 1.671857 -2.185336 3.608336  0.0949
2 C 0.931997 -1.959122 2.410402  -0.1132
3 C 0.217828 -1.584746 0.943892  -0.7061
4 S -0.279252 -3.291619 0.235830  0.7201
5 C -1.162517 -0.752677 1.097516  -0.4295
6 Cl -1.735825 -1.038375 2.878763  0.7021
7 N -1.024537 0.779024 0.950897  -0.2119
8 C -2.307207 1.533747 1.134881  -0.1005
9 C -3.609839 1.021802 0.270502  -0.1619
10 O -4.312971 -0.150208 0.891949  -0.1286
11 O -0.035022 1.044320 1.813736  -0.1611
12 C -0.100506 2.247755 2.574894  -0.1821
13 C 1.362142 2.425984 3.367060  -0.1611
14 C 1.054111 2.828168 4.957668  -0.1262
15 C -0.374882 0.954093 -0.434192  -0.3743
16 N -0.247374 2.383120 -0.887689  0.0876
17 N -1.034907 0.180812 -1.544608  -0.0181
18 C -1.321130 1.000489 -2.777573  -0.2488
19 C -2.001995 -0.063581 -3.875322  -0.1017
20 C 1.184857 0.348330 -0.389830  -0.1456
21 N 1.289749 -1.069589 0.060778  -0.5128
22 S 1.852292 -2.180613 -1.152357  0.7193
23 H 2.082558 -2.780070 4.557506  0.0854
24 H -1.162615 -3.129925 -0.845764  -0.0753
25 H -1.992528 -1.225070 0.437434  0.1205
26 H -2.721958 1.543657 2.255711  0.1503
27 H -2.209926 2.690223 0.849983  0.1633
28 H -4.408748 1.905638 0.382157  0.1528
29 H -3.445620 0.910398 -0.877015  0.1243
30 H -4.610033 0.194949 1.784478  0.1064
31 H -0.900263 2.170070 3.457792  0.1379
32 H -0.312859 3.257834 2.036698  0.1330
33 H 2.082322 3.177229 2.832205  0.1209
34 H 1.803667 1.319787 3.422631  0.1196
35 H 0.685233 3.939720 5.063890  0.0861
36 H 2.024251 2.719901 5.639871  0.0782
37 H 0.241360 2.127051 5.451821  0.0889
38 H -0.127164 3.067900 -0.114731  0.0818
39 H 0.636983 2.492534 -1.469170  0.1210
40 H -0.520781 -0.682753 -1.820935  0.0856
41 H -2.141903 1.840361 -2.635560  0.1249
42 H -0.346375 1.402969 -3.334258  0.1280
43 H -1.815170 -1.185466 -3.572903  0.0750
44 H -1.599062 0.092222 -4.962633  0.0805
45 H -3.186883 0.060276 -3.931437  0.0884
46 H 1.941301 1.108149 0.133400  0.1494
47 H 1.518841 0.364927 -1.537475  0.1268
48 H 3.163667 -1.902546 -1.574961  -0.0840
49 C 6.270641 -0.942802 9.202265  -0.0899
50 C 5.983752 -0.733067 7.717809  -0.2685
51 N 4.593068 -0.370463 7.434445  -0.1889
52 C 4.240019 -0.479052 6.015859  -0.2650
53 C 4.955648 0.449484 5.040131  -0.0910
54 C 4.078136 0.817348 8.118586  -0.2497
55 C 4.824959 2.131710 7.916097  -0.0886
56 H 5.574873 -1.664982 9.641668  0.0809
57 H 7.285143 -1.333819 9.332822  0.0757
58 H 6.205802 -0.007676 9.765802  0.0654
59 H 6.211843 -1.681144 7.215385  0.1181
60 H 6.685216 0.008121 7.319926  0.0980
61 H 3.156960 -0.345702 5.899188  0.0953
62 H 4.428418 -1.514308 5.697941  0.1039
63 H 4.597016 1.477017 5.121777  0.0462
64 H 4.755333 0.124959 4.013042  0.0670
65 H 6.040613 0.441748 5.176447  0.0719
66 H 4.051246 0.607123 9.194981  0.1049
67 H 3.024072 0.966798 7.850674  0.1077
68 H 5.906513 2.023578 8.037702  0.0712
69 H 4.487727 2.861589 8.661112  0.0763
70 H 4.625857 2.566142 6.935548  0.0459
71 C -1.505885 -2.125752 -8.676132  -0.0928
72 C -2.934587 -2.375956 -8.200616  -0.2723
73 N -3.687285 -1.148210 -7.932548  -0.1960
74 C -4.927403 -1.376471 -7.185001  -0.2623
75 C -6.013820 -2.205916 -7.861806  -0.0898
76 C -3.789343 -0.193258 -9.037875  -0.2523
77 C -4.392374 -0.687781 -10.348636  -0.0866
78 H -0.966339 -1.473103 -7.982120  0.0715
79 H -0.962231 -3.074561 -8.734048  0.0741
80 H -1.481197 -1.673670 -9.671747  0.0664
81 H -2.861140 -2.955992 -7.272462  0.1147
82 H -3.446386 -3.014606 -8.928566  0.0988
83 H -5.355572 -0.410944 -6.886941  0.1091
84 H -4.666337 -1.869054 -6.237621  0.1026
85 H -6.513726 -1.648212 -8.655637  0.0575
86 H -6.782993 -2.469692 -7.127539  0.0733
87 H -5.627295 -3.141182 -8.276134  0.0703
88 H -2.784021 0.189884 -9.252530  0.1011
89 H -4.346267 0.692913 -8.706671  0.1144
90 H -3.972190 -1.645152 -10.669766  0.0699
91 H -4.184694 0.038556 -11.142865  0.0761
92 H -5.476933 -0.786184 -10.286206  0.0554

Forces on atoms 1 to 3 (eV/Å):
C -5.5 0.4 -8.4
C 4.8 -1.5 7.6
C 1.6 -1.2 0.9

Net charge   +1
Max |F|   10.06 eV/A
E   -74040.634 eV

***

What lowest unoccupied orbital energy values result from the calculations? In sequence: -2.340 -2.694 eV.
What E_HOMO values result from the calculations? In sequence: -10.67 -9.63 eV.